Record 1
{"formula": "C26H31AuGeN3", "method": "ωB97M-V/def2-TZVPD", "species": ["Au", "C", "C", "N", "C", "C", "C", "C", "C", "C", "C", "N", "C", "C", "C", "C", "C", "C", "C", "C", "N", "C", "H", "H", "H", "H", "H", "H", "H", "H", "H", "H", "H", "H", "C", "C", "C", "C", "Ge", "C", "C", "C", "C", "H", "H", "H", "H", "H", "H", "H", "H", "H", "H", "H", "H", "H", "H", "H", "H", "H", "H", "H"], "coordinates": [[0.5677, 0.9508, 0.2981], [-1.5022, -0.8148, 3.6361], [-1.1671, -0.4159, 2.3379], [-0.0689, 0.2685, 2.0789], [0.7478, 0.7053, 3.1078], [0.5064, 0.2642, 4.4212], [-0.6488, -0.5128, 4.6574], [1.3964, 0.6468, 5.4497], [2.4416, 1.4666, 5.1445], [2.6319, 1.9841, 3.8488], [1.7891, 1.6484, 2.8046], [1.7740, 2.1149, 1.5125], [2.6947, 2.8386, 0.7875], [3.7168, 3.6422, 1.2509], [4.5476, 4.3633, 0.3699], [4.3596, 4.3345, -0.9788], [3.3080, 3.5521, -1.5108], [3.0018, 3.5341, -2.8885], [1.9508, 2.7969, -3.3530], [1.2195, 2.0233, -2.4479], [1.4947, 1.9949, -1.1591], [2.5103, 2.7868, -0.6423], [-2.4101, -1.3770, 3.7975], [-1.7867, -0.6774, 1.4930], [-0.8598, -0.8422, 5.6669], [1.2292, 0.2953, 6.4582], [3.1342, 1.7615, 5.9215], [3.4486, 2.6674, 3.7016], [3.8786, 3.7688, 2.3062], [5.3383, 4.9713, 0.7880], [4.9819, 4.9115, -1.6485], [3.6042, 4.1255, -3.5664], [1.6804, 2.7812, -4.3981], [0.4095, 1.3948, -2.7885], [-3.7318, -3.5227, 1.2293], [-2.8031, -2.9926, 0.1452], [-1.3362, -3.2032, 0.4955], [-0.3406, -2.6373, -0.5111], [-0.3620, -0.7946, -1.2205], [-1.9294, -0.1577, -2.2324], [-2.1363, -0.8183, -3.5986], [-2.5777, -2.2755, -3.5601], [-2.8484, -2.8217, -4.9559], [-4.7792, -3.3986, 0.9569], [-3.5710, -2.9998, 2.1757], [-3.5567, -4.5843, 1.4075], [-2.9963, -1.9243, -0.0149], [-3.0258, -3.4823, -0.8058], [-1.1426, -4.2762, 0.5876], [-1.1455, -2.8017, 1.4928], [-0.4008, -3.2169, -1.4379], [0.6793, -2.7842, -0.1457], [0.8634, -0.8170, -2.1777], [-1.7941, 0.9191, -2.3767], [-2.8224, -0.2538, -1.6109], [-1.2182, -0.7359, -4.1907], [-2.8970, -0.2452, -4.1382], [-3.4800, -2.3600, -2.9470], [-1.8145, -2.8890, -3.0730], [-3.6456, -2.2608, -5.4456], [-3.1493, -3.8682, -4.9217], [-1.9583, -2.7507, -5.5831]], "forces_ev_per_a": [[-0.132, -0.196, -0.051], [-0.026, -0.018, -0.076], [0.061, -0.110, -0.013], [-0.219, 0.095, 0.153], [-0.091, 0.042, -0.077], [0.029, 0.018, 0.026], [0.042, 0.015, 0.036], [-0.052, -0.025, 0.006], [0.024, 0.019, 0.000], [-0.027, -0.021, -0.002], [0.064, 0.064, 0.113], [0.178, -0.091, -0.112], [-0.047, -0.009, -0.068], [0.023, 0.036, -0.043], [-0.019, -0.015, 0.017], [-0.029, -0.010, -0.044], [0.047, 0.059, -0.003], [0.016, -0.004, 0.032], [-0.016, -0.012, 0.003], [0.013, -0.115, -0.047], [0.194, 0.190, -0.061], [-0.160, -0.032, 0.175], [0.000, 0.000, -0.005], [-0.008, -0.005, 0.030], [0.005, -0.001, 0.013], [-0.008, -0.012, 0.003], [0.008, 0.010, -0.008], [0.017, -0.002, -0.008], [0.008, 0.003, 0.009], [0.000, 0.001, 0.019], [0.003, -0.001, -0.011], [0.005, 0.006, 0.002], [-0.004, -0.005, -0.005], [0.017, 0.009, -0.018], [-0.033, 0.014, -0.021], [0.022, -0.004, 0.054], [-0.024, 0.032, 0.010], [0.094, -0.016, 0.003], [0.117, 0.046, -0.046], [0.002, 0.122, 0.081], [-0.003, 0.034, -0.008], [0.004, 0.019, -0.006], [-0.006, -0.023, 0.021], [-0.010, 0.002, 0.005], [0.006, -0.013, 0.005], [0.003, -0.012, 0.004], [-0.017, -0.013, -0.009], [0.012, 0.023, -0.020], [-0.048, -0.013, -0.008], [0.056, 0.024, 0.027], [0.021, -0.016, -0.007], [0.002, 0.022, -0.016], [-0.153, -0.030, -0.072], [0.031, -0.017, 0.067], [-0.016, -0.056, -0.017], [-0.003, -0.007, -0.009], [0.017, -0.003, -0.019], [0.000, -0.001, 0.006], [0.008, 0.004, 0.010], [-0.006, 0.006, -0.007], [-0.006, -0.007, -0.008], [0.011, -0.002, -0.005]], "nbo_charge": [1.065, -0.278, 0.106, -0.499, 0.211, -0.093, -0.062, -0.224, -0.155, -0.242, 0.145, -0.722, 0.151, -0.238, -0.162, -0.209, -0.096, -0.070, -0.270, 0.115, -0.501, 0.217, 0.246, 0.222, 0.236, 0.230, 0.231, 0.219, 0.219, 0.231, 0.228, 0.237, 0.246, 0.222, -0.600, -0.398, -0.405, -0.802, 0.845, -0.810, -0.405, -0.395, -0.602, 0.221, 0.188, 0.214, 0.178, 0.212, 0.218, 0.189, 0.233, 0.239, -0.157, 0.227, 0.230, 0.196, 0.212, 0.198, 0.187, 0.208, 0.218, 0.205], "mol_weight_da": 655.13, "total_charge": 1}

Record 2
{"formula": "C17H21AlBrN4O", "method": "ωB97M-V/def2-TZVPD", "species": ["N", "Al", "C", "C", "O", "Br", "H", "H", "H", "H", "H", "H", "N", "C", "C", "C", "C", "C", "H", "H", "H", "H", "H", "N", "C", "C", "C", "C", "C", "H", "H", "H", "H", "H", "N", "C", "C", "C", "C", "C", "H", "H", "H", "H", "H"], "coordinates": [[5.9559, 1.9278, -1.1030], [4.3889, 0.9510, -1.5254], [2.7394, 2.2500, -1.2679], [1.5138, 1.5264, -1.0840], [0.5645, 1.5258, -1.8237], [1.4022, 0.4042, 0.5397], [5.8632, 2.8516, -1.5112], [6.0881, 2.0652, -0.1091], [4.4278, 0.6365, -3.1073], [4.2410, -0.3934, -0.6654], [2.9643, 2.7965, -0.3605], [2.6746, 2.8561, -2.1547], [-4.5507, 0.1137, 0.7730], [-4.7330, 1.1565, -0.0324], [-3.6962, 1.8737, -0.6098], [-2.3917, 1.4920, -0.3354], [-2.1797, 0.4093, 0.5012], [-3.2905, -0.2400, 1.0231], [-5.7672, 1.4266, -0.2217], [-3.9065, 2.7118, -1.2607], [-1.5548, 2.0212, -0.7678], [-1.1741, 0.0721, 0.7454], [-3.1711, -1.0961, 1.6802], [0.9074, -1.3878, 3.7488], [-0.2372, -0.7175, 3.6656], [-0.6512, 0.2205, 4.5993], [0.1719, 0.4739, 5.6830], [1.3686, -0.2160, 5.7858], [1.6872, -1.1317, 4.7940], [-0.8503, -0.9462, 2.8016], [-1.5928, 0.7377, 4.4753], [-0.1133, 1.1991, 6.4345], [2.0426, -0.0485, 6.6147], [2.6162, -1.6901, 4.8324], [0.4220, -1.7775, -3.6399], [-0.5690, -1.1967, -2.9668], [-1.8806, -1.6579, -2.9917], [-2.1763, -2.7737, -3.7554], [-1.1536, -3.3861, -4.4618], [0.1218, -2.8487, -4.3672], [-0.3024, -0.3215, -2.3803], [-2.6474, -1.1490, -2.4221], [-3.1869, -3.1616, -3.7996], [-1.3379, -4.2606, -5.0719], [0.9531, -3.2983, -4.9009]], "forces_ev_per_a": [[-0.702, -0.268, -0.080], [0.690, -0.064, -0.315], [0.033, -0.822, 0.857], [-0.363, 0.949, -1.272], [-0.020, -0.446, 0.369], [0.152, -0.031, 0.381], [0.259, 0.167, 0.016], [0.095, 0.092, 0.121], [-0.110, 0.106, -0.098], [-0.004, 0.077, 0.173], [0.381, 0.075, 0.164], [-0.098, 0.359, -0.228], [0.015, -0.022, 0.023], [-0.088, 0.025, -0.032], [0.002, -0.038, 0.032], [0.024, 0.103, -0.036], [-0.020, -0.220, 0.169], [-0.006, -0.040, 0.028], [0.015, 0.040, -0.037], [-0.017, 0.005, -0.004], [0.098, -0.037, -0.047], [-0.287, 0.132, -0.153], [0.051, -0.002, -0.007], [-0.037, -0.036, 0.060], [-0.029, -0.049, -0.101], [-0.012, 0.007, 0.009], [-0.007, 0.032, 0.037], [-0.014, 0.001, -0.009], [0.089, -0.041, -0.016], [-0.036, 0.040, 0.010], [-0.009, -0.002, -0.035], [0.000, 0.009, 0.003], [0.026, -0.005, -0.005], [0.025, 0.026, 0.040], [-0.049, -0.029, -0.029], [-0.036, 0.118, 0.169], [0.011, -0.038, -0.037], [-0.067, -0.004, 0.008], [0.011, -0.005, -0.006], [0.063, -0.020, -0.030], [-0.035, -0.117, -0.091], [0.018, 0.025, 0.027], [-0.003, -0.002, 0.002], [0.021, -0.010, -0.006], [-0.029, -0.041, -0.026]], "nbo_charge": [-1.373, 1.259, -0.988, 0.551, -0.620, -0.126, 0.341, 0.345, -0.427, -0.414, 0.244, 0.239, -0.436, 0.019, -0.270, -0.157, -0.271, 0.021, 0.181, 0.213, 0.247, 0.248, 0.184, -0.406, 0.044, -0.262, -0.174, -0.267, 0.037, 0.193, 0.220, 0.209, 0.213, 0.192, -0.400, 0.033, -0.257, -0.186, -0.278, 0.031, 0.233, 0.217, 0.205, 0.207, 0.185], "mol_weight_da": 404.27, "total_charge": -1}

So what do the calculations give for LUMO? Going down the list: -3.38 2.66 eV.
So what do the calculations give for HOMO-LUMO gap? Going down the list: 6.7675 7.6709 eV.